Entry i
Below is C2HClN2O in the gas phase, with properties calculated with ωB97M-V/def2-TZVPD.

Bonds (Å) are listed after each position.
Cartesian coordinates (Å):
1 N -1.582 -2.595 0.038  C2 1.166
2 C -1.589 -1.430 -0.013  N1 1.166, N3 1.309
3 N -1.545 -0.132 -0.178  C2 1.309, Cl6 1.779, C7 1.423
4 O -0.539 1.883 0.040  C7 1.154
5 H 0.638 0.170 -0.105  C7 1.208
6 Cl -3.119 0.671 0.024  N3 1.779
7 C -0.426 0.739 -0.059  N3 1.423, O4 1.154, H5 1.208

HOMO in eV: -10.8
LUMO level in eV: -0.84

=====

Entry ii
Below is C2HClN2O in the gas phase, with properties calculated with ωB97M-V/def2-TZVPD.

Bonds (Å) are listed after each position.
Cartesian coordinates (Å):
1 C 0.813 -0.777 0.064  O2 1.179, N3 1.400, H6 1.195
2 O 1.718 -1.192 -0.567  C1 1.179
3 N 0.042 0.366 -0.175  C1 1.400, Cl4 1.706, C7 1.343
4 Cl 0.568 1.500 -1.337  N3 1.706
5 N -2.257 0.762 0.670  C7 1.143
6 H 0.288 -1.284 1.011  C1 1.195
7 C -1.173 0.625 0.334  N3 1.343, N5 1.143

HOMO in eV: -10.8
LUMO level in eV: -0.27

=====

Entry iii
Below is 2 unconnected molecules or ions with the total composition C2HClN2O, with properties calculated with ωB97M-V/def2-TZVPD.

Bonds (Å) are listed after each position.
Cartesian coordinates (Å):
1 Cl -2.067 1.515 1.885  C5 1.626
2 N -1.563 -0.238 -0.011  O4 1.190, C5 1.151
3 N 1.906 -0.316 -1.732  C6 1.144
4 O -1.455 -1.161 -0.755  N2 1.190
5 C -1.339 0.519 0.826  Cl1 1.626, N2 1.151
6 C 2.123 -0.192 -0.615  N3 1.144, H7 1.054
7 H 2.394 -0.127 0.401  C6 1.054

HOMO in eV: -10.0
LUMO level in eV: -0.23

=====

Which structure is most stable, and how do the rest compare? From most to least stable: entry ii, entry i, entry iii.

=====

Entry i
Below is 6 unconnected molecules or ions with the total composition H12O5S2, with properties calculated with ωB97M-V/def2-TZVPD.

Bonds (Å) are listed after each position.
Cartesian coordinates (Å):
1 H -2.580 1.817 2.362  O14 0.951
2 H -1.970 -0.356 -2.282  O16 1.076
3 H -2.981 -1.614 1.647  O15 0.942
4 O 1.092 -1.257 -0.102  H17 0.960, H19 1.038
5 S 4.021 0.483 -2.466  H8 1.278, S12 2.294
6 H 0.874 1.856 0.902  O10 1.014
7 H -0.627 1.578 1.304  O10 0.939
8 H 2.840 0.497 -1.975  S5 1.278
9 H -1.800 0.767 2.957  O14 0.928
10 O -0.049 1.604 0.566  H6 1.014, H7 0.939
11 H 4.988 -2.027 -1.899  S12 1.383
12 S 3.858 -1.797 -2.663  S5 2.294, H11 1.383
13 H -1.342 0.697 -1.224  O16 0.999
14 O -1.705 1.653 2.697  H1 0.951, H9 0.928
15 O -2.296 -0.968 1.675  H3 0.942, H18 0.987
16 O -1.883 -0.143 -1.231  H2 1.076, H13 0.999
17 H 0.935 -1.352 -1.044  O4 0.960
18 H -2.009 -1.103 0.741  O15 0.987
19 H 0.635 -0.335 0.034  O4 1.038

HOMO in eV: -9.3
LUMO level in eV: -0.51

=====

Entry ii
Below is 6 unconnected molecules or ions with the total composition H12O5S2, with properties calculated with ωB97M-V/def2-TZVPD.

Bonds (Å) are listed after each position.
Cartesian coordinates (Å):
1 H -0.953 0.540 3.500  S2 1.375
2 S 0.049 1.183 2.812  H1 1.375, S16 1.987
3 H -1.911 -0.110 -1.225  O10 0.972
4 H 0.012 2.629 -1.028  O11 0.973
5 O 1.681 1.406 -0.358  H12 0.971, H15 0.967
6 H -0.714 -4.109 -0.006  O9 0.944
7 H 0.370 -2.034 -1.533  O14 0.976
8 H 1.988 1.706 4.368  S16 1.364
9 O -0.658 -3.669 -0.840  H6 0.944, H18 0.961
10 O -2.751 0.052 -0.763  H3 0.972, H19 0.965
11 O -0.494 2.822 -1.836  H4 0.973, H17 0.963
12 H 1.438 0.466 -0.314  O5 0.971
13 H 1.449 -1.367 -2.270  O14 0.980
14 O 0.980 -1.281 -1.413  H7 0.976, H13 0.980
15 H 1.828 1.545 0.588  O5 0.967
16 S 1.653 0.521 3.782  S2 1.987, H8 1.364
17 H -0.017 2.186 -2.379  O11 0.963
18 H -1.478 -3.187 -0.979  O9 0.961
19 H -2.471 0.702 -0.107  O10 0.965

HOMO in eV: -9.7
LUMO level in eV: 0.18

=====

Entry iii
Below is 7 unconnected molecules or ions with the total composition H12O5S2, with properties calculated with ωB97M-V/def2-TZVPD.

Bonds (Å) are listed after each position.
Cartesian coordinates (Å):
1 H 1.973 -0.045 -1.371  O16 0.955
2 H -2.418 2.246 1.183  O4 0.967
3 H 0.904 -0.579 1.627  O10 0.963
4 O -1.772 1.588 1.475  H2 0.967, H13 0.986
5 H -0.324 1.255 1.532  O15 0.988
6 H 1.311 -1.439 -1.068  O16 0.964
7 O -0.031 -1.627 -1.978  H12 0.972, H17 0.967
8 H -3.317 -2.056 0.434  S14 1.339
9 H 2.165 2.859 -1.279  S11 1.331
10 O 0.855 -1.540 1.594  H3 0.963, H18 0.953
11 S 1.128 2.026 -1.226  H9 1.331
12 H -0.075 -2.511 -2.380  O7 0.972
13 H -2.029 0.702 1.128  O4 0.986
14 S -2.156 -1.390 0.410  H8 1.339
15 O 0.656 1.127 1.549  H5 0.988, H19 0.975
16 O 2.130 -0.984 -1.294  H1 0.955, H6 0.964
17 H -0.726 -1.631 -1.305  O7 0.967
18 H -0.090 -1.657 1.557  O10 0.953
19 H 0.932 1.527 0.705  O15 0.975

HOMO in eV: -9.1
LUMO level in eV: -6.12

=====

Which structure is most stable, and how do the rest compare? From most to least stable: entry ii, entry i, entry iii.

=====

Entry i
Below is a gas-phase ion, C3HO3 (charge -1), with properties calculated with ωB97M-V/def2-TZVPD.

Bonds (Å) are listed after each position.
Cartesian coordinates (Å):
1 C -0.946 0.826 -0.340  O2 1.208, C5 1.461, O6 1.293
2 O -1.135 1.981 -0.043  C1 1.208
3 C 0.851 -0.743 0.454  H4 1.219, C5 1.882, O7 1.211
4 H 0.907 -1.128 1.609  C3 1.219
5 C -0.927 -0.623 -0.150  C1 1.461, C3 1.882, O6 1.551
6 O -0.658 0.203 -1.435  C1 1.293, C5 1.551
7 O 1.907 -0.515 -0.096  C3 1.211

Net charge: -1
HOMO in eV: -3.5
LUMO level in eV: 4.41

=====

Entry ii
Below is 2 unconnected molecules or ions with the total composition C3HO3, with properties calculated with ωB97M-V/def2-TZVPD.

Bonds (Å) are listed after each position.
Cartesian coordinates (Å):
1 O 2.237 -1.923 0.678  C3 1.599, C7 1.335
2 H -0.667 0.536 0.609  C6 1.050
3 C 0.661 -1.901 0.944  O1 1.599, C7 1.465
4 O 1.086 1.149 0.750  C6 1.191
5 O 1.406 -1.923 -1.551  C7 1.215
6 C 0.327 0.230 0.753  H2 1.050, O4 1.191
7 C 1.371 -1.874 -0.337  O1 1.335, C3 1.465, O5 1.215

Net charge: -1
HOMO in eV: -3.2
LUMO level in eV: 4.39

=====

Which structure is most stable, and how do the rest compare? From most to least stable: entry i, entry ii.

=====

Entry i
Below is 4 unconnected molecules or ions with the total composition CH10N2O3, with properties calculated with ωB97M-V/def2-TZVPD.

Bonds (Å) are listed after each position.
Cartesian coordinates (Å):
1 H 1.627 -2.119 -0.335  N3 1.044
2 H -1.357 0.558 -2.170  O12 0.941
3 N 0.846 -1.475 -0.081  H1 1.044, C7 1.293
4 O -2.006 -1.643 -0.093  H11 0.965, H15 0.997
5 H -0.282 -0.269 -1.653  O12 0.972
6 N 0.620 0.292 1.632  C7 1.384, H13 0.973, H16 0.998
7 C 1.236 -0.673 0.854  N3 1.293, N6 1.384, H9 1.083
8 O 0.040 2.710 0.209  H10 0.983, H14 0.962
9 H 2.200 -0.923 1.280  C7 1.083
10 H 0.077 2.138 -0.589  O8 0.983
11 H -1.734 -2.325 -0.720  O4 0.965
12 O -0.423 0.602 -2.063  H2 0.941, H5 0.972
13 H -0.202 0.717 1.332  N6 0.973
14 H -0.821 3.094 0.014  O8 0.962
15 H -1.050 -1.446 0.113  O4 0.997
16 H 1.229 0.763 2.268  N6 0.998

HOMO in eV: -10.0
LUMO level in eV: 0.69

=====

Entry ii
Below is 4 unconnected molecules or ions with the total composition CH10N2O3, with properties calculated with ωB97M-V/def2-TZVPD.

Bonds (Å) are listed after each position.
Cartesian coordinates (Å):
1 C -0.865 0.977 1.680  H7 1.097, N13 1.384, N14 1.270
2 H -0.579 1.935 -0.056  N14 0.983
3 H -0.651 -0.385 3.213  N13 0.975
4 H 0.341 -0.414 -1.962  O15 1.022
5 H 1.497 -1.101 -0.465  O16 1.053
6 H -1.299 0.570 -1.167  O8 1.061
7 H -1.442 1.628 2.348  C1 1.097
8 O -1.252 0.328 -2.199  H6 1.061, H9 0.945
9 H -1.743 -0.471 -2.317  O8 0.945
10 H 2.015 -0.849 1.042  O16 0.939
11 H -0.086 -1.010 1.707  N13 1.065
12 H 1.762 -0.586 -2.752  O15 0.949
13 N -0.620 -0.262 2.246  C1 1.384, H3 0.975, H11 1.065
14 N -0.432 1.134 0.496  C1 1.270, H2 0.983
15 O 1.357 -0.301 -1.943  H4 1.022, H12 0.949
16 O 1.488 -1.437 0.534  H5 1.053, H10 0.939

HOMO in eV: -9.3
LUMO level in eV: 0.84

=====

Entry iii
Below is 4 unconnected molecules or ions with the total composition CH10N2O3, with properties calculated with ωB97M-V/def2-TZVPD.

Bonds (Å) are listed after each position.
Cartesian coordinates (Å):
1 O 0.349 -2.032 1.761  H5 0.981, H12 0.933
2 H -2.654 0.790 -0.361  N13 1.019
3 H -1.726 0.757 1.570  C10 1.090
4 H -0.594 -1.783 -1.885  O16 0.971
5 H 0.168 -1.788 0.828  O1 0.981
6 H 0.687 1.641 0.341  N8 1.011
7 H 0.628 0.535 1.704  N8 1.007
8 N 0.224 0.906 0.858  H6 1.011, H7 1.007, C10 1.363
9 H 2.715 1.146 -1.896  O11 0.938
10 C -1.124 0.867 0.667  H3 1.090, N8 1.363, N13 1.284
11 O 1.964 1.538 -1.494  H9 0.938, H14 0.976
12 H -0.261 -2.684 2.029  O1 0.933
13 N -1.649 0.876 -0.505  H2 1.019, C10 1.284
14 H 1.390 0.776 -1.287  O11 0.976
15 H -0.692 -0.697 -0.860  O16 0.976
16 O -0.193 -1.516 -1.042  H4 0.971, H15 0.976

HOMO in eV: -9.8
LUMO level in eV: 0.79

=====

Entry iv
Below is 4 unconnected molecules or ions with the total composition CH10N2O3, with properties calculated with ωB97M-V/def2-TZVPD.

Bonds (Å) are listed after each position.
Cartesian coordinates (Å):
1 H 3.920 -0.107 0.285  O12 0.994
2 H -4.029 -1.108 -0.085  C13 1.113
3 O -0.854 1.241 -2.652  H5 0.897, H6 0.880
4 N -3.080 0.724 -0.383  C13 1.306, H15 0.999
5 H -1.591 1.475 -2.197  O3 0.897
6 H -0.211 1.808 -2.452  O3 0.880
7 N -3.018 -1.036 -1.955  H10 0.973, C13 1.404, H16 0.975
8 O 5.112 0.037 4.052  H11 0.957, H14 0.937
9 H 3.257 -0.157 1.846  O12 0.976
10 H -2.364 -0.639 -2.556  N7 0.973
11 H 5.616 -0.777 4.032  O8 0.957
12 O 3.448 -0.607 1.002  H1 0.994, H9 0.976
13 C -3.550 -0.416 -0.813  H2 1.113, N4 1.306, N7 1.404
14 H 4.522 -0.150 4.756  O8 0.937
15 H -3.556 0.954 0.465  N4 0.999
16 H -3.226 -1.982 -2.068  N7 0.975

HOMO in eV: -9.3
LUMO level in eV: 0.87

=====

Which structure is most stable, and how do the rest compare? From most to least stable: entry iii, entry i, entry ii, entry iv.